C3H12NO4 | ωB97M-V/def2-TZVPD

- total charge = -1
- highest occupied orbital energy (eV) = -3.499
- lowest unoccupied orbital energy (eV) = 4.0
- DFT total energy (Eh) = -477.2226
- orbital gap (eV) = 7.5

Positions of all 20 atoms, in Å:
1 C -1.4179 0.7133 1.0110
2 O -2.0673 0.9163 -0.2382
3 C -0.0631 0.0474 0.8878
4 C 0.9394 1.0718 0.3175
5 O 2.0183 0.4761 -0.2367
6 N 0.2908 -0.3471 2.2995
7 H -2.1347 0.1226 1.5629
8 H -1.2902 1.7384 1.3871
9 H 0.0689 -0.8654 0.3356
10 H 0.3446 1.6679 -0.4378
11 H 1.2107 1.8658 1.0770
12 H 1.6115 -0.4644 -1.4792
13 H 1.2422 -0.7387 2.2225
14 H 0.2308 0.5826 2.7125
15 H -1.8844 0.1048 -0.8108
16 H -1.1170 -2.1122 -1.1689
17 O -1.1371 -1.6355 -1.9981
18 H -0.2011 -1.3654 -2.2908
19 H 2.0196 -0.6976 -2.8610
20 O 1.3361 -1.0809 -2.2920

C46H44N10PbSSbSe4 | ωB97M-V/def2-TZVPD

- total charge = -1
- highest occupied orbital energy (eV) = -3.938
- lowest unoccupied orbital energy (eV) = 1.2
- DFT total energy (Eh) = -12764.0652
- orbital gap (eV) = 5.1

Positions of all 107 atoms, in Å:
1 Pb -0.2635 -0.1550 0.1900
2 N -4.3859 -1.3877 2.2411
3 C -3.2597 -1.4491 1.3642
4 N -2.1676 -0.5983 1.7192
5 C -2.1651 0.0916 2.8286
6 N -1.0304 0.6643 3.3400
7 N 0.0171 0.3267 2.6156
8 C 1.2086 0.4066 3.1065
9 C 2.2631 -0.3703 2.4610
10 C 3.5239 -0.5019 3.0389
11 C 4.4170 -1.4182 2.5103
12 C 4.0410 -2.1874 1.4207
13 C 2.7870 -1.9655 0.8754
14 N 1.9323 -1.0728 1.3622
15 C -3.3670 0.2282 3.6569
16 C -3.4295 1.0571 4.7721
17 C -4.5966 1.1747 5.5048
18 C -5.7125 0.4250 5.1224
19 C -5.6670 -0.4251 4.0383
20 C -4.4851 -0.5375 3.2830
21 H -5.0927 -2.0941 2.0629
22 H -2.8813 -2.4706 1.3152
23 H 1.3747 0.8294 4.0948
24 H 3.7774 0.0951 3.9063
25 H 5.3967 -1.5400 2.9560
26 H 4.6931 -2.9361 0.9927
27 H 2.4400 -2.5339 0.0201
28 H -2.5367 1.5995 5.0549
29 H -4.6427 1.8282 6.3667
30 H -6.6313 0.5001 5.6929
31 H -6.5269 -1.0222 3.7594
32 C -3.4641 2.1467 -1.6704
33 C -3.6007 2.4658 -0.2057
34 C -4.8634 2.6075 0.3577
35 C -5.0180 3.0644 1.6555
36 C -3.9015 3.4250 2.3920
37 C -2.6198 3.2571 1.8834
38 C -1.4289 3.7115 2.6921
39 C -2.4882 2.7267 0.5969
40 N -1.1791 2.4449 0.0837
41 C -0.5126 3.3834 -0.4488
42 C -1.0407 4.7846 -0.6090
43 C 0.8886 3.1188 -0.9564
44 C 1.5925 4.2685 -1.6300
45 N 1.4051 1.9748 -0.7862
46 C 2.7380 1.7342 -1.2403
47 C 3.7747 1.8315 -0.3120
48 C 3.5046 2.3020 1.0939
49 C 5.0708 1.5517 -0.7319
50 C 5.3286 1.1983 -2.0449
51 C 4.2850 1.1290 -2.9564
52 C 2.9762 1.3948 -2.5758
53 C 1.8533 1.3190 -3.5684
54 H -4.1871 1.3907 -1.9723
55 H -2.4690 1.7862 -1.9225
56 H -3.6531 3.0498 -2.2604
57 H -5.7302 2.3443 -0.2373
58 H -6.0052 3.1414 2.0932
59 H -4.0185 3.8208 3.3937
60 H -1.5529 3.4350 3.7376
61 H -1.3322 4.8010 2.6360
62 H -0.4981 3.2653 2.3465
63 H -2.0568 4.8583 -0.2336
64 H -1.0297 5.0780 -1.6599
65 H -0.4131 5.4925 -0.0641
66 H 1.6477 5.1247 -0.9561
67 H 1.0419 4.5885 -2.5164
68 H 2.5986 3.9884 -1.9276
69 H 2.5210 1.9883 1.4427
70 H 3.5344 3.3955 1.1446
71 H 4.2564 1.9159 1.7817
72 H 5.8800 1.6125 -0.0127
73 H 6.3400 0.9728 -2.3599
74 H 4.4817 0.8533 -3.9856
75 H 2.2418 1.1709 -4.5748
76 H 1.2420 2.2258 -3.5676
77 H 1.2019 0.4810 -3.3244
78 N 1.6724 -3.9835 -2.0377
79 C 2.8580 -4.6750 -1.7817
80 C 2.8234 -6.0220 -1.4527
81 C 4.0000 -6.7094 -1.1807
82 C 5.2203 -6.0609 -1.2610
83 C 5.2577 -4.7138 -1.6101
84 C 4.0860 -4.0169 -1.8508
85 S 4.1489 -2.2845 -2.2360
86 N 2.5763 -1.9090 -2.7413
87 C 1.6117 -2.7362 -2.6000
88 C 0.2762 -2.3703 -3.1618
89 C -0.2681 -3.1842 -4.1463
90 C -1.4558 -2.8047 -4.7407
91 C -2.0527 -1.6239 -4.3308
92 C -1.4473 -0.9014 -3.3218
93 N -0.3038 -1.2561 -2.7353
94 H 0.7786 -4.4341 -1.8472
95 H 1.8655 -6.5273 -1.4025
96 H 3.9544 -7.7548 -0.9043
97 H 6.1414 -6.5901 -1.0542
98 H 6.2047 -4.1899 -1.6841
99 H 0.2299 -4.1019 -4.4297
100 H -1.9263 -3.4321 -5.4830
101 H -2.9981 -1.3029 -4.7427
102 H -1.9160 -0.0017 -2.9431
103 Se -1.1196 -3.9129 -0.4686
104 Sb -3.5447 -3.7292 -0.8804
105 Se -3.8016 -1.1405 -0.5566
106 Se -4.8762 -4.5324 0.9982
107 Se -4.3673 -4.2796 -3.1058

C5H9CuO3 | ωB97M-V/def2-TZVPD

- total charge = +1
- highest occupied orbital energy (alpha / beta) (eV) = -12.971 / -12.963
- lowest unoccupied orbital energy (alpha / beta) (eV) = -5.7 / -6.5
- DFT total energy (Eh) = -2061.6136
- orbital gap (alpha / beta) (eV) = 7.3 / 6.5
- <S²> = 0.765
- 2S+1 = 2

Positions of all 18 atoms, in Å:
1 H -0.9487 1.3272 -1.2302
2 O -0.5474 -1.3217 0.2834
3 O -1.5269 -1.2206 -1.6456
4 C -0.6546 -0.5880 -0.9292
5 O 0.4387 -0.1407 -1.4012
6 C 0.3076 -0.8620 1.3427
7 C 0.2858 -1.8618 2.4711
8 H 1.3171 -0.7361 0.9299
9 H -0.0659 0.1173 1.6694
10 H 0.7816 -2.7987 2.1831
11 H 0.8274 -1.4423 3.3289
12 H -0.7440 -2.0786 2.7866
13 Cu -1.7833 -2.5910 -0.3547
14 C -0.0720 2.0575 -1.9018
15 C 0.6819 3.0854 -1.5157
16 H -0.4963 2.0258 -2.9094
17 H 0.4753 4.0922 -1.8840
18 H 1.7239 2.9360 -1.2233

C3H6FN | ωB97M-V/def2-TZVPD

- highest occupied orbital energy (eV) = -9.178
- structure (SMILES) = FC1CNC1
- lowest unoccupied orbital energy (eV) = 1.1
- DFT total energy (Eh) = -272.4759
- orbital gap (eV) = 10.3

Positions of all 11 atoms, in Å:
1 F -2.1529 -0.0138 -0.2455
2 C -0.8407 -0.0564 0.2377
3 C 0.1455 1.0754 -0.1848
4 N 1.2071 0.0550 -0.2281
5 C 0.2674 -1.0647 -0.2089
6 H -1.0583 -0.0729 1.3252
7 H -0.1012 1.5196 -1.1531
8 H 0.3148 1.9003 0.5075
9 H 1.7514 0.0509 0.6317
10 H 0.4048 -1.8781 0.5067
11 H 0.0622 -1.5153 -1.1884

In the order shown, the computed relative energy (zero: lowest compared OMol25 entry of this formula, charge and spin) values come out to 1.006; 0.502; 4.886; 0.414 eV.